[1]
DFT (wB97M-V/def2-TZVPD) results for a cluster of 10 separate species, C40H74N10O4 in total.

Structure (XYZ):
```
128
Properties=species:S:1:pos:R:3
N -5.183 14.058 10.746
C -5.808 14.727 9.777
C -5.945 13.896 8.676
C -5.348 12.639 9.001
C -4.901 12.782 10.295
H -5.011 14.470 11.643
H -6.136 15.737 9.892
H -6.448 14.252 7.781
H -5.245 11.784 8.332
H -4.423 12.023 10.913
N -14.229 13.174 16.616
C -13.704 14.424 16.759
C -12.659 14.556 15.844
C -12.583 13.360 15.161
C -13.527 12.506 15.592
H -15.000 12.844 17.140
H -14.140 15.141 17.436
H -12.126 15.461 15.563
H -11.923 13.145 14.331
H -13.836 11.575 15.254
N -11.707 17.737 8.094
C -12.520 17.496 7.015
C -13.351 18.557 6.807
C -13.113 19.445 7.896
C -12.092 18.935 8.655
H -10.997 17.127 8.394
H -12.425 16.600 6.414
H -14.154 18.606 6.050
H -13.635 20.363 8.127
H -11.734 19.298 9.616
N -15.743 15.479 14.342
C -15.396 16.369 13.313
C -16.518 17.015 12.846
C -17.561 16.586 13.705
C -17.096 15.647 14.570
H -15.204 14.768 14.821
H -14.372 16.415 12.949
H -16.475 17.617 12.025
H -18.569 16.962 13.729
H -17.620 15.213 15.399
N -14.357 19.630 12.622
C -13.054 19.980 12.597
C -12.875 21.067 11.790
C -14.127 21.333 11.207
C -15.004 20.450 11.754
H -14.721 18.830 13.135
H -12.440 19.377 13.238
H -11.976 21.626 11.680
H -14.354 22.115 10.520
H -16.092 20.432 11.598
N -10.665 15.221 11.171
C -11.165 16.358 11.762
C -10.395 17.405 11.465
C -9.341 16.879 10.620
C -9.565 15.511 10.462
H -11.241 14.395 11.103
H -12.090 16.285 12.311
H -10.654 18.447 11.599
H -8.600 17.465 10.102
H -9.103 14.777 9.860
C -14.102 15.769 9.382
C -15.565 15.226 9.661
C -16.369 15.802 8.515
O -17.698 15.327 8.572
C -18.537 15.957 7.660
N -15.552 13.804 9.723
H -13.404 15.618 10.163
H -14.252 16.869 9.262
H -13.753 15.255 8.509
H -15.972 15.552 10.616
H -15.787 15.538 7.643
H -16.457 16.932 8.619
H -18.030 16.152 6.730
H -18.853 16.943 8.017
H -19.399 15.297 7.455
H -15.340 13.264 8.885
H -16.481 13.481 9.922
C -5.152 17.784 12.939
C -5.550 16.617 13.835
C -7.004 16.293 13.582
O -7.326 15.043 14.117
C -8.714 14.781 14.315
N -4.775 15.323 13.514
H -5.201 17.547 11.902
H -4.099 18.093 13.211
H -5.800 18.642 13.071
H -5.415 16.873 14.872
H -7.146 16.314 12.460
H -7.646 17.089 14.012
H -9.296 15.754 14.429
H -8.881 14.256 15.239
H -9.114 14.234 13.479
H -3.760 15.589 13.351
H -4.828 14.653 14.250
C -11.782 11.598 9.196
C -12.022 11.464 10.673
C -10.752 11.118 11.418
O -10.306 9.771 11.068
C -9.198 9.437 11.790
N -12.480 12.802 11.150
H -12.680 11.979 8.728
H -11.447 10.639 8.728
H -10.954 12.343 9.197
H -12.778 10.681 10.913
H -11.022 11.218 12.489
H -9.963 11.813 11.213
H -8.456 10.150 11.875
H -8.708 8.568 11.236
H -9.498 9.132 12.736
H -13.029 12.684 11.994
H -13.213 13.189 10.516
C -6.961 21.555 15.372
C -8.217 20.691 15.039
C -8.499 19.657 16.150
O -7.308 18.938 16.309
C -7.441 17.751 17.180
N -9.412 21.572 14.939
H -6.956 21.816 16.424
H -7.012 22.442 14.785
H -6.058 20.967 15.097
H -8.071 20.089 14.127
H -9.327 18.901 15.810
H -8.838 20.208 17.046
H -7.971 16.969 16.683
H -7.997 17.995 18.057
H -6.449 17.537 17.527
H -10.267 21.043 14.726
H -9.282 22.313 14.218
```

The value obtained for the LUMO energy is 0.36 eV. As for the HOMO-LUMO gap: 8.134 eV. The largest force on an atom comes out at 3.8 eV Å⁻¹. As for the total charge: 0.

Atom charges from the Löwdin analysis, given in e for atoms 1 to 8:
1. N 0.02
2. C -0.18
3. C -0.12
4. C -0.11
5. C -0.14
6. H 0.08
7. H 0.09
8. H 0.08


[2]
DFT (wB97M-V/def2-TZVPD) results for a cluster of 11 separate species, C40H76Br20NO6S2 in total.

Structure (XYZ):
```
145
Properties=species:S:1:pos:R:3
C -5.281 -0.277 -1.230
O -3.867 -0.240 -1.634
C -3.325 1.127 -1.660
C -1.771 1.023 -1.080
C -0.682 1.924 -1.879
C -0.071 3.221 -1.109
S -0.945 4.853 -1.473
C -2.740 4.601 -1.939
C -3.762 4.577 -0.614
O -5.075 4.432 -0.916
O -3.219 4.756 0.741
C -4.150 4.304 1.786
C -4.099 2.651 2.040
C -5.482 1.946 1.496
O -3.795 2.370 3.456
C -3.642 0.927 3.714
O -4.691 0.115 4.023
C -2.160 0.153 3.713
S -0.956 1.012 4.905
C 1.478 3.423 -1.710
C 2.627 2.678 -0.812
C 2.573 1.010 -0.910
C 4.088 3.083 -1.520
N 2.729 3.147 0.623
O 2.996 2.031 1.358
C 1.454 3.777 1.134
C 1.410 3.451 2.774
C 1.489 5.434 1.034
C 0.099 3.098 0.511
H -5.398 -0.851 -0.194
H -5.808 0.766 -1.160
H -5.832 -0.978 -2.024
H -3.376 1.578 -2.740
H -3.906 1.784 -0.850
H -1.847 1.177 0.073
H -1.462 -0.120 -1.238
H -1.223 2.331 -2.863
H 0.160 1.186 -2.293
H -3.069 5.579 -2.539
H -2.925 3.708 -2.675
H -5.251 4.701 1.673
H -3.750 4.768 2.810
H -3.206 2.269 1.381
H -6.328 2.226 2.272
H -5.808 2.318 0.432
H -5.407 0.759 1.420
H -2.300 -0.947 4.154
H -1.720 0.013 2.635
H 0.360 0.808 4.452
H 1.511 3.061 -2.846
H 1.717 4.586 -1.667
H 2.361 0.792 -2.064
H 1.656 0.554 -0.333
H 3.601 0.505 -0.670
H 4.137 2.666 -2.612
H 4.308 4.229 -1.418
H 4.896 2.474 -0.889
H 2.431 3.675 3.304
H 0.965 2.389 3.005
H 0.638 4.249 3.212
H 1.827 5.840 2.104
H 0.441 5.912 0.829
H 2.330 5.821 0.284
H 0.127 1.931 0.764
H -0.881 3.580 0.991
Br -4.880 -4.146 -3.267
C -6.721 -3.901 -3.864
C -6.795 -2.944 -5.032
Br -6.594 -1.096 -4.443
H -7.297 -3.573 -2.996
H -7.057 -4.899 -4.162
H -7.781 -2.987 -5.503
H -6.026 -3.123 -5.789
Br 7.624 5.027 -1.799
C 7.921 5.262 0.115
C 6.822 4.611 0.923
Br 5.198 5.691 0.902
H 8.015 6.336 0.294
H 8.883 4.779 0.314
H 7.107 4.546 1.977
H 6.549 3.616 0.562
Br 10.575 3.517 2.686
C 12.247 3.967 1.787
C 12.628 5.409 2.031
Br 11.556 6.618 0.939
H 12.116 3.726 0.729
H 12.992 3.293 2.220
H 13.663 5.590 1.724
H 12.503 5.721 3.071
Br -3.212 -1.268 -5.640
C -2.945 -1.536 -7.554
C -3.628 -0.455 -8.358
Br -5.554 -0.750 -8.446
H -3.300 -2.543 -7.788
H -1.860 -1.496 -7.697
H -3.289 -0.477 -9.398
H -3.477 0.549 -7.953
Br -2.922 -2.319 1.418
C -2.722 -4.117 0.691
C -1.365 -4.301 0.051
Br -1.287 -3.437 -1.696
H -3.554 -4.277 0.000
H -2.836 -4.785 1.550
H -1.173 -5.360 -0.147
H -0.545 -3.892 0.647
Br -4.310 -7.019 1.764
C -5.845 -5.821 1.873
C -6.092 -5.377 3.296
Br -6.945 -6.788 4.338
H -6.693 -6.348 1.428
H -5.583 -4.966 1.242
H -6.796 -4.540 3.320
H -5.179 -5.094 3.827
Br 12.369 4.653 -3.349
C 11.251 4.426 -4.931
C 9.880 3.906 -4.561
Br 9.934 1.999 -4.156
H 11.794 3.770 -5.615
H 11.178 5.424 -5.372
H 9.193 3.998 -5.408
H 9.446 4.406 -3.691
Br 4.668 0.765 -4.072
C 5.545 1.430 -5.682
C 6.272 2.727 -5.413
Br 5.028 4.225 -5.306
H 4.775 1.515 -6.453
H 6.252 0.644 -5.965
H 6.942 2.972 -6.243
H 6.844 2.719 -4.481
Br -2.847 -10.850 4.943
C -4.655 -10.270 5.392
C -5.646 -11.401 5.242
Br -6.068 -11.725 3.366
H -4.880 -9.407 4.759
H -4.597 -9.944 6.435
H -6.601 -11.140 5.708
H -5.290 -12.348 5.658
Br -4.638 -12.243 10.814
C -3.761 -11.578 9.203
C -3.034 -10.281 9.473
Br -4.278 -8.783 9.579
H -4.531 -11.493 8.432
H -3.054 -12.364 8.920
H -2.364 -10.036 8.643
H -2.462 -10.289 10.405
```

The value obtained for the LUMO energy (spin up / spin down) is 0.03 / -0.16 eV. As for the HOMO-LUMO gap (spin up / spin down): 8.747 / 8.593 eV. The spin multiplicity is 2. The largest force on an atom comes out at 9.2 eV Å⁻¹. As for the total charge: 0.

Atom charges from the Löwdin analysis, given in e for atoms 1 to 8:
1. C -0.15
2. O -0.28
3. C -0.19
4. C -0.14
5. C -0.17
6. C -0.59
7. S 0.88
8. C -0.35


[3]
DFT (wB97M-V/def2-TZVPD) results for a cluster of 7 separate species, C40H76N11O3P2 in total.

Structure (XYZ):
```
132
Properties=species:S:1:pos:R:3
C 9.782 0.834 0.796
C 8.872 1.894 1.624
C 7.296 1.523 1.589
C 6.461 2.488 0.579
C 7.107 2.224 -0.887
N 4.980 2.130 0.608
C 4.108 3.239 0.415
C 2.558 2.955 0.431
P 1.233 4.260 0.150
P 1.364 5.854 1.646
O 1.701 5.339 3.050
O 2.349 7.133 1.110
O -0.231 6.513 1.746
C 2.131 1.463 0.694
C 0.608 1.020 0.778
C -0.005 1.715 2.133
C -1.411 2.445 1.890
C -2.090 2.679 3.343
C -2.442 1.593 0.991
C 3.361 0.470 0.863
C 3.023 -1.087 1.085
C 2.682 -1.709 -0.393
N 1.260 -2.196 -0.451
N 3.538 -2.908 -0.684
N 2.885 -0.711 -1.481
N 4.717 0.843 0.797
H 10.584 1.413 0.199
H 9.184 0.219 0.044
H 10.376 0.135 1.496
H 9.240 1.818 2.713
H 9.103 2.956 1.280
H 7.247 0.436 1.205
H 6.837 1.615 2.644
H 6.583 3.579 0.896
H 7.166 1.074 -0.993
H 6.491 2.701 -1.733
H 8.202 2.586 -0.926
H 4.437 4.310 0.233
H 1.515 4.845 -1.151
H 1.788 7.890 0.808
H -0.668 6.364 0.871
H 0.035 1.364 -0.162
H 0.493 -0.101 0.925
H -0.036 0.902 2.937
H 0.741 2.511 2.511
H -1.221 3.458 1.398
H -1.243 3.018 4.037
H -2.878 3.515 3.238
H -2.528 1.703 3.742
H -3.449 2.135 1.032
H -2.486 0.537 1.439
H -2.119 1.565 -0.117
H 2.160 -1.242 1.811
H 3.958 -1.619 1.500
H 0.892 -2.388 0.492
H 0.722 -1.381 -0.799
H 3.018 -3.448 -1.399
H 4.438 -2.629 -1.100
H 2.275 -0.901 -2.297
H 3.868 -0.637 -1.765
C -7.653 0.057 -0.561
C -6.537 0.071 -1.598
C -5.540 -1.073 -1.417
C -4.824 -0.988 -0.140
N -4.275 -0.921 0.870
H -7.261 0.181 0.452
H -8.352 0.876 -0.748
H -8.210 -0.881 -0.600
H -6.018 1.035 -1.555
H -6.983 -0.007 -2.593
H -4.813 -1.045 -2.235
H -6.059 -2.033 -1.487
C -10.425 0.774 -4.349
C -11.266 -0.481 -4.148
C -10.972 -1.191 -2.826
C -9.594 -1.685 -2.758
N -8.508 -2.060 -2.708
H -9.358 0.540 -4.384
H -10.688 1.259 -5.292
H -10.593 1.490 -3.539
H -11.101 -1.164 -4.987
H -12.324 -0.201 -4.169
H -11.659 -2.036 -2.715
H -11.164 -0.514 -1.988
C 13.362 0.998 3.817
C 13.395 -0.412 3.242
C 14.471 -0.595 2.170
C 14.232 0.251 0.996
N 14.045 0.927 0.081
H 13.126 1.739 3.049
H 12.597 1.072 4.594
H 14.325 1.261 4.263
H 12.410 -0.658 2.832
H 13.586 -1.118 4.056
H 14.488 -1.643 1.857
H 15.457 -0.374 2.591
C 4.103 6.057 7.514
C 3.563 6.471 6.150
C 4.195 5.692 4.996
C 5.635 5.939 4.884
N 6.768 6.130 4.807
H 5.176 6.250 7.595
H 3.604 6.621 8.305
H 3.932 4.992 7.695
H 3.720 7.545 6.011
H 2.481 6.303 6.136
H 3.709 5.987 4.061
H 4.011 4.621 5.124
C -6.548 -4.808 -1.522
C -5.234 -5.575 -1.439
C -4.814 -6.182 -2.778
C -5.770 -7.186 -3.254
N -6.532 -7.963 -3.627
H -7.376 -5.462 -1.810
H -6.794 -4.373 -0.550
H -6.483 -3.998 -2.252
H -5.320 -6.359 -0.680
H -4.449 -4.890 -1.102
H -3.832 -6.652 -2.665
H -4.703 -5.392 -3.527
C -9.307 -7.566 -5.337
C -10.739 -8.075 -5.444
C -11.193 -8.284 -6.890
C -11.215 -7.030 -7.648
N -11.220 -6.043 -8.241
H -9.193 -6.589 -5.815
H -9.022 -7.457 -4.289
H -8.609 -8.262 -5.809
H -11.411 -7.375 -4.937
H -10.813 -9.029 -4.912
H -12.197 -8.718 -6.890
H -10.536 -9.005 -7.386
```

The value obtained for the LUMO energy is -4.35 eV. As for the HOMO-LUMO gap: 7.329 eV. The largest force on an atom comes out at 5.1 eV Å⁻¹. As for the total charge: +1.

Atom charges from the Löwdin analysis, given in e for atoms 1 to 8:
1. C -0.12
2. C -0.23
3. C -0.17
4. C -0.27
5. C -0.05
6. N -0.11
7. C 0.07
8. C -0.31


Question: Which value of total charge does entry 2 give?
Answer: 0